1:
CH4N4S | the ωB97M-V functional and the def2-TZVPD basis

Cartesian coordinates (Å):
C -0.23557 -0.99911 -0.40468
N -0.62858 1.29315 -0.52961
N -2.05176 0.75842 0.22152
N 0.20020 0.34156 -0.31013
N 1.16427 0.54326 0.73224
S -2.15761 -0.73402 0.15732
H -0.17086 -1.21820 -1.48383
H 0.43975 -1.53924 0.20487
H 2.13508 0.09471 0.38722
H 1.30507 1.45947 1.02508

## Properties
SMILES: NN1CSN=N1
total charge: 0

The net atomic charges from Löwdin, expressed in e, are: number 1, C, carries -0.30; number 2, N, carries 0.01; number 3, N, carries -0.46; number 4, N, carries -0.46; number 5, N, carries 0.06; number 6, S, carries 0.81; number 7, H, carries 0.09; number 8, H, carries 0.05; number 9, H, carries 0.15; number 10, H, carries 0.04

2:
CH4N4S | the ωB97M-V functional and the def2-TZVPD basis

Cartesian coordinates (Å):
C -0.64758 0.71962 -0.19160
N 2.78243 -0.01657 -0.64478
N 2.43770 -1.07338 0.02038
N 2.21769 1.07905 -0.39211
N 1.36196 -1.37966 0.51444
S 0.98048 1.35018 0.59188
H -0.95530 1.37654 -0.96339
H -1.36289 0.44789 0.59844
H -0.39851 -0.40018 -0.52146
H 1.55462 -2.10374 1.30911

## Properties
SMILES: [H]/N=N/N=N\SC
total charge: 0

The net atomic charges from Löwdin, expressed in e, are: number 1, C, carries -0.34; number 2, N, carries -0.11; number 3, N, carries -0.16; number 4, N, carries -0.44; number 5, N, carries 0.04; number 6, S, carries 0.82; number 7, H, carries 0.00; number 8, H, carries 0.03; number 9, H, carries 0.05; number 10, H, carries 0.11

What are the relative energies? In hartree: 1 0.0305; 2 0.0000.

1:
C6H13NO3 | the ωB97M-V functional and the def2-TZVPD basis

Cartesian coordinates (Å):
C -1.40426 -3.07419 -0.88132
C -0.74529 -2.32077 0.24014
O -1.27360 -2.18122 1.32752
N 0.12066 0.10820 -0.74629
C 0.21846 1.34006 -0.00866
C 1.19457 1.28685 1.13823
O 2.49779 1.08087 0.61699
C 0.02647 2.66446 -0.70915
C -1.04788 2.11329 0.19796
H -2.48311 -2.89169 -0.86169
H -0.97522 -2.77641 -1.84488
H -1.21381 -4.14825 -0.74696
H -0.26550 0.22123 -1.67697
H 1.14805 2.22746 1.71044
H 0.91479 0.45324 1.80417
H 3.03807 0.62735 1.26852
H 0.60446 3.52354 -0.36439
H -0.15649 2.63702 -1.78424
H -1.95203 1.71464 -0.26551
H -1.21203 2.59520 1.16326
H 1.06794 -0.55071 -0.75224
O 0.77040 -2.41526 0.14782
H 1.12755 -2.23489 1.02723

## Properties
SMILES: NC1(CO)CC1.CC(=O)O
total charge: 0

The net atomic charges from Löwdin, expressed in e, are: number 1, C, carries -0.01; number 2, C, carries -0.45; number 3, O, carries 0.08; number 4, N, carries 0.07; number 5, C, carries -0.53; number 6, C, carries -0.21; number 7, O, carries -0.05; number 8, C, carries -0.08; number 9, C, carries -0.09; number 10, H, carries 0.09; number 11, H, carries 0.08; number 12, H, carries 0.10; number 13, H, carries 0.08; number 14, H, carries 0.13; number 15, H, carries 0.13; number 16, H, carries 0.08; number 17, H, carries 0.10; number 18, H, carries 0.10; number 19, H, carries 0.11; number 20, H, carries 0.10; number 21, H, carries 0.16; number 22, O, carries -0.06; number 23, H, carries 0.08

2:
C6H13NO3 | the ωB97M-V functional and the def2-TZVPD basis

Cartesian coordinates (Å):
C 2.43874 -0.01912 -0.04295
C 1.05437 -0.37470 0.72783
C -0.05965 -1.05675 -1.29729
C -1.21647 -0.17692 -0.83375
C -0.83924 1.19669 -0.34419
C 0.07050 0.68258 0.76141
H 3.38172 0.34335 0.63552
H 2.60485 0.75499 -0.84646
H 2.68881 -0.99317 -0.43327
H 1.42001 -0.68558 1.61956
H 1.46832 -2.26032 -0.43587
H -0.24345 -1.88660 -1.77643
H 0.91466 -0.23776 -1.51789
H -1.88424 -0.03570 -1.77269
H -1.21466 -1.75153 0.21549
H -1.61308 1.80070 0.11908
H 0.58247 2.49636 -0.06913
H 0.57391 1.69076 1.24249
H -1.44635 -0.50264 1.86823
N 0.53506 -1.64916 -0.02855
O -1.84478 -0.99686 0.10695
O 0.08020 2.05233 -1.06700
O -0.69392 0.35710 1.90064

## Properties
SMILES: C[C@@H]1NC[C@@H](O)[C@H](O)[C@H]1O
total charge: 0

The net atomic charges from Löwdin, expressed in e, are: number 1, C, carries -0.07; number 2, C, carries -0.27; number 3, C, carries -0.11; number 4, C, carries -0.35; number 5, C, carries -0.28; number 6, C, carries -0.39; number 7, H, carries 0.12; number 8, H, carries 0.08; number 9, H, carries 0.03; number 10, H, carries 0.10; number 11, H, carries 0.19; number 12, H, carries 0.06; number 13, H, carries 0.18; number 14, H, carries 0.17; number 15, H, carries 0.09; number 16, H, carries 0.16; number 17, H, carries 0.22; number 18, H, carries 0.19; number 19, H, carries 0.23; number 20, N, carries -0.06; number 21, O, carries -0.06; number 22, O, carries -0.11; number 23, O, carries -0.12

3:
C6H13NO3 | the ωB97M-V functional and the def2-TZVPD basis

Cartesian coordinates (Å):
C 1.92184 -2.07611 0.31293
C 1.11901 -0.65136 -0.09024
C -0.24430 0.49745 -1.70278
C -1.15478 0.93295 -0.54906
C -0.28628 1.23267 0.64581
C 0.41769 -0.06024 1.11205
H 1.04573 -2.84007 1.07467
H 1.75876 -2.59576 -0.83409
H 2.73291 -1.53438 0.68191
H 2.20395 0.13338 -0.11858
H 0.97954 -1.34058 -2.19641
H 0.38120 1.16413 -2.01581
H -1.14426 0.54929 -2.53122
H -1.71805 1.56176 -1.07741
H -1.44331 -0.97978 -0.97588
H -1.06660 1.20785 1.46323
H 0.93868 2.64478 1.20002
H 0.91275 0.27662 1.94867
H -1.52852 -0.83826 0.97549
N 0.32282 -0.81335 -1.37023
O -2.11310 -0.11020 -0.43945
O 0.51412 2.24086 0.44935
O -0.51996 -1.00163 1.69320

## Properties
total charge: 0

The net atomic charges from Löwdin, expressed in e, are: number 1, C, carries -0.05; number 2, C, carries -0.33; number 3, C, carries -0.18; number 4, C, carries -0.34; number 5, C, carries -0.41; number 6, C, carries -0.35; number 7, H, carries 0.17; number 8, H, carries 0.10; number 9, H, carries 0.00; number 10, H, carries 0.20; number 11, H, carries 0.21; number 12, H, carries 0.05; number 13, H, carries 0.18; number 14, H, carries 0.10; number 15, H, carries 0.24; number 16, H, carries 0.17; number 17, H, carries 0.12; number 18, H, carries 0.12; number 19, H, carries 0.23; number 20, N, carries -0.05; number 21, O, carries -0.12; number 22, O, carries 0.08; number 23, O, carries -0.15

4:
C6H13NO3 | the ωB97M-V functional and the def2-TZVPD basis

Cartesian coordinates (Å):
C -1.37646 1.54808 -1.68253
C -1.05513 -1.27384 1.44204
C 0.93617 1.52755 0.49764
C 1.72550 -0.05883 -1.39779
C -1.65201 -0.41772 0.34147
C -0.70661 -0.04364 -0.82355
N 0.73840 0.17816 -0.30509
O -1.47427 1.15905 -2.88737
O -1.61295 2.44877 -0.95326
O -0.69089 -0.90560 -1.87183
H -0.60530 -2.21568 1.01829
H -1.92665 -1.48541 2.24714
H -0.30158 -0.79739 2.09809
H 0.13656 2.16933 0.22166
H 0.72668 1.38096 1.62081
H 1.99565 1.82608 0.37480
H 2.69604 0.33032 -1.05985
H 1.51757 -1.12539 -1.56960
H 1.22925 0.58395 -2.19159
H -1.97271 0.54422 0.76780
H -2.53838 -0.94608 -0.25552
H 0.94287 -0.53942 0.40840
H -1.00549 -0.37337 -2.71308

## Properties
total charge: 0

The net atomic charges from Löwdin, expressed in e, are: number 1, C, carries -0.53; number 2, C, carries -0.13; number 3, C, carries 0.05; number 4, C, carries 0.01; number 5, C, carries -0.19; number 6, C, carries -0.41; number 7, N, carries -0.14; number 8, O, carries -0.03; number 9, O, carries 0.06; number 10, O, carries -0.07; number 11, H, carries 0.09; number 12, H, carries 0.12; number 13, H, carries 0.05; number 14, H, carries 0.05; number 15, H, carries 0.12; number 16, H, carries 0.09; number 17, H, carries 0.10; number 18, H, carries 0.11; number 19, H, carries 0.13; number 20, H, carries 0.10; number 21, H, carries 0.17; number 22, H, carries 0.13; number 23, H, carries 0.12

What are the relative energies? In hartree: 1 0.0000; 2 0.1883; 3 0.2293; 4 0.0208.